105
Properties=species:S:1:pos:R:3:forces:R:3:lowdin_charge:R:1 method="wB97M-V/def2-TZVPD" s_squared=0.756 gap_ev="7.566 / 1.773" charge=+1 multiplicity=2
C 2.504 -2.821 -4.167 -0.36 0.52 1.52 -0.03
C 2.822 -1.538 -4.949 0.77 -3.67 -0.40 -0.32
C 2.798 -0.271 -4.025 -1.29 2.25 -0.50 -0.10
O 2.620 0.905 -4.797 0.71 -1.57 -0.19 -0.10
C 1.350 1.002 -5.541 0.49 0.35 1.35 0.01
N 4.153 -1.769 -5.475 -1.23 3.02 0.42 0.23
H 2.246 -3.702 -4.756 0.17 0.43 -0.21 0.09
H 1.730 -2.675 -3.412 -0.46 0.06 -0.45 0.06
H 3.349 -3.049 -3.517 0.34 -0.27 -0.23 0.10
H 2.098 -1.419 -5.756 0.25 0.35 -0.05 0.14
H 3.620 -0.265 -3.309 0.37 0.54 -0.53 0.15
H 1.889 -0.317 -3.425 -0.43 -0.86 0.12 0.13
H 1.380 2.020 -5.928 -0.33 -0.20 0.15 0.11
H 0.580 0.803 -4.796 -0.32 0.47 -0.11 0.09
H 1.163 0.297 -6.351 0.76 -0.20 -0.12 0.10
H 4.406 -0.933 -5.983 0.42 -0.10 -1.19 0.13
H 4.893 -1.850 -4.792 0.09 -1.00 0.46 0.13
C 1.893 -0.147 3.648 0.87 -0.01 -0.03 -0.07
C 2.307 -0.288 5.134 -0.74 0.74 0.76 -0.41
C 1.888 0.878 6.109 0.76 -1.57 0.37 -0.15
O 2.315 0.518 7.472 -0.08 -0.18 -2.21 -0.21
C 2.024 1.536 8.376 -0.55 -0.88 1.23 -0.14
N 1.755 -1.582 5.582 0.30 0.62 0.33 0.03
H 2.406 -0.994 3.192 -0.02 0.01 -0.33 0.07
H 2.204 0.759 3.128 0.32 0.22 0.31 0.06
H 0.847 -0.251 3.360 -0.27 -0.10 0.80 0.06
H 3.388 -0.320 5.274 0.16 -0.26 -0.58 0.13
H 0.801 0.919 6.043 -0.21 0.60 0.27 0.12
H 2.411 1.809 5.892 -0.38 0.20 -0.44 0.12
H 2.343 1.167 9.351 0.57 0.20 0.02 0.09
H 0.945 1.554 8.534 -0.33 0.83 -0.38 0.09
H 2.490 2.496 8.158 -0.17 0.09 -0.15 0.09
H 2.140 -1.741 6.502 0.34 -0.30 0.24 0.06
H 0.793 -1.390 5.821 -0.60 -0.19 -0.26 0.07
C -0.074 1.421 -1.736 -0.44 -0.52 0.10 -0.04
C -0.420 0.788 -0.367 -0.20 -0.52 -1.34 -0.43
C 0.172 -0.630 -0.202 -0.76 -0.07 -0.51 -0.18
O -0.463 -1.573 -1.067 0.61 -0.11 -1.18 -0.20
C 0.174 -2.866 -1.083 -1.58 -0.19 1.51 -0.10
N 0.073 1.664 0.649 0.00 -0.50 0.67 0.07
H -0.235 0.751 -2.581 0.04 -0.27 -0.10 0.06
H 0.957 1.773 -1.697 0.08 0.05 -0.19 0.06
H -0.755 2.259 -1.891 0.20 0.24 -0.07 0.07
H -1.508 0.782 -0.298 -0.14 -0.52 0.03 0.12
H 0.030 -0.976 0.823 0.35 0.13 0.27 0.11
H 1.220 -0.624 -0.503 0.51 0.26 0.44 0.12
H 1.228 -3.002 -1.322 0.22 0.88 -0.22 0.07
H -0.404 -3.572 -1.680 -0.05 0.50 -0.44 0.09
H 0.022 -3.236 -0.069 0.49 -0.34 0.26 0.07
H -0.224 2.591 0.379 0.19 0.36 0.36 0.07
H 1.078 1.609 0.566 0.29 0.66 0.38 0.03
C -4.179 0.779 3.003 1.31 0.87 1.67 -0.08
C -4.401 -0.011 1.774 1.01 -1.19 -0.47 -0.42
C -3.297 -1.123 1.353 -1.36 1.24 0.59 -0.15
O -3.181 -2.219 2.275 -0.38 0.80 -0.93 -0.17
C -2.418 -3.239 1.655 0.37 0.36 0.78 -0.10
N -5.720 -0.547 1.896 -1.67 -1.47 -0.73 0.02
H -3.382 1.522 2.972 0.17 0.09 -0.24 0.07
H -3.948 0.155 3.867 0.01 -0.31 -0.02 0.09
H -5.099 1.293 3.282 0.07 0.24 -0.16 0.07
H -4.456 0.668 0.923 0.35 0.06 -0.27 0.11
H -2.331 -0.662 1.153 0.31 0.35 0.74 0.09
H -3.551 -1.419 0.335 -0.61 -0.71 0.01 0.11
H -2.227 -4.033 2.376 -0.56 -0.15 -0.07 0.09
H -1.419 -2.849 1.461 0.16 0.13 -0.50 0.06
H -2.906 -3.577 0.740 0.11 -0.23 -0.04 0.10
H -6.366 0.148 2.244 0.04 0.30 -0.31 0.07
H -5.846 -1.295 2.563 0.64 -0.36 0.01 0.08
C -2.705 4.457 0.061 -1.52 0.55 -0.68 -0.04
C -3.956 5.183 -0.631 1.46 0.88 1.40 -0.40
C -5.153 4.322 -0.986 0.66 -0.18 -2.04 -0.17
O -4.891 3.443 -2.123 0.48 -0.22 0.79 -0.18
C -4.337 2.169 -1.798 -0.53 0.07 0.82 -0.11
N -4.392 6.264 0.270 0.13 -0.79 0.73 0.02
H -1.985 5.239 0.302 0.12 -0.20 -0.16 0.07
H -2.304 3.664 -0.569 0.26 0.31 -0.18 0.03
H -2.985 3.966 0.993 -0.27 0.10 0.14 0.07
H -3.575 5.848 -1.406 0.08 -1.10 -1.03 0.13
H -5.925 4.978 -1.387 -0.09 0.05 0.19 0.12
H -5.557 3.825 -0.105 0.09 -0.42 0.06 0.13
H -3.548 2.182 -1.046 0.27 0.43 -0.01 0.04
H -3.930 1.646 -2.663 -0.32 0.35 -0.25 0.09
H -5.108 1.565 -1.319 -0.25 -0.35 -0.24 0.08
H -4.977 5.822 0.965 -0.32 0.51 0.45 0.06
H -4.915 6.972 -0.226 -0.22 -0.09 0.04 0.07
C 5.052 3.219 -0.685 -1.01 -0.02 0.66 -0.22
C 3.598 2.641 -0.836 0.91 -0.17 1.56 -0.18
O 2.971 2.188 0.425 1.02 0.62 -1.54 -0.10
O 6.057 2.283 -0.233 -1.10 0.44 -0.82 -0.07
H 5.039 4.041 0.031 -0.40 0.03 0.24 0.12
H 5.309 3.711 -1.623 0.15 -0.39 -0.43 0.11
H 3.601 1.805 -1.536 0.02 -0.05 -0.19 0.09
H 2.960 3.439 -1.214 0.06 -0.06 0.01 0.12
H 3.475 1.422 0.708 0.21 -0.10 0.27 0.08
H 6.826 2.854 -0.164 0.41 -0.34 0.23 0.08
C 1.461 -6.214 -2.435 0.42 0.65 0.53 -0.26
C 0.906 -7.607 -2.493 -0.14 -0.02 -0.32 -0.26
O 1.501 -8.452 -1.530 -0.11 0.23 -0.21 -0.04
O 0.838 -5.295 -3.307 -0.72 0.45 -0.10 -0.09
H 2.531 -6.107 -2.612 0.35 -0.63 0.23 0.12
H 1.248 -5.899 -1.413 0.18 0.45 -0.01 0.12
H 1.015 -7.995 -3.505 -0.14 -0.31 -0.18 0.12
H -0.152 -7.495 -2.256 -0.05 -0.39 -0.06 0.13
H 2.406 -8.592 -1.817 0.17 -0.21 0.15 0.09
H 0.906 -5.581 -4.221 0.00 -0.34 -0.01 0.09

103
Properties=species:S:1:pos:R:3:forces:R:3:lowdin_charge:R:1 method="wB97M-V/def2-TZVPD" gap_ev=2.939 charge=+3 multiplicity=1 relative_energy_ev=0.000
N -3.396 -6.691 -0.131 0.20 -0.49 0.60 0.31
H -2.574 -6.083 -0.389 0.29 0.56 -0.42 0.09
H -4.240 -6.129 -0.162 -0.21 -0.22 -0.31 0.13
H -3.291 -7.015 0.831 0.05 0.00 0.03 0.15
H -3.474 -7.533 -0.708 -0.09 0.20 -0.27 0.17
N -2.621 -2.901 -2.918 -1.34 0.95 -0.54 0.31
H -2.809 -3.800 -2.478 1.39 -0.50 -0.26 0.11
H -2.756 -2.844 -3.930 -0.05 -0.46 -0.02 0.17
H -1.736 -2.442 -2.667 0.09 -0.35 0.77 0.14
H -3.375 -2.360 -2.490 0.39 0.81 -0.34 0.12
N 0.314 -7.227 3.784 -0.16 1.07 2.42 0.32
H -0.642 -7.347 3.472 0.11 -0.28 -0.56 0.14
H 0.836 -8.094 3.919 0.16 -0.03 -0.72 0.17
H 0.206 -6.860 4.743 -0.16 -0.44 0.11 0.16
H 0.808 -6.407 3.377 0.65 -0.19 -1.69 0.10
N 2.246 -2.576 4.980 -0.99 0.49 0.11 0.32
H 3.209 -2.900 5.053 0.05 0.19 0.36 0.16
H 2.024 -1.695 5.450 0.88 0.22 0.03 0.16
H 1.571 -3.210 5.403 0.35 -0.49 -0.21 0.14
H 2.044 -2.440 3.966 0.16 -0.22 -0.88 0.09
N -4.080 -2.609 0.470 -1.41 -0.76 -1.52 0.31
H -3.121 -2.393 0.123 0.87 -0.01 0.26 0.09
H -4.388 -3.579 0.408 1.09 -0.41 0.73 0.13
H -4.683 -2.315 -0.310 -0.18 1.43 0.70 0.15
H -4.356 -2.236 1.378 0.08 0.52 -0.20 0.16
C 0.368 -2.079 0.814 -1.71 -0.56 -1.16 0.03
C 1.220 -2.921 1.524 0.71 2.87 0.47 -0.33
C 0.962 -4.403 1.487 2.08 -1.73 1.97 -0.34
O 1.674 -5.140 2.240 -1.13 0.67 0.09 -0.03
C -0.022 -4.970 0.689 -2.15 1.28 -1.81 -0.01
C -0.874 -4.132 -0.102 1.12 0.16 1.69 -0.30
C -0.698 -2.555 0.031 2.06 -0.39 0.03 -0.34
O -1.404 -1.801 -0.684 -1.59 -0.77 0.02 -0.08
O -1.818 -4.530 -0.846 -0.91 -0.82 0.09 -0.13
O 2.126 -2.331 2.189 -0.67 -2.14 0.45 -0.02
H 0.555 -1.015 0.816 0.02 0.02 0.08 0.13
H -0.082 -6.051 0.639 0.02 -0.03 -0.15 0.10
C -3.481 0.602 -0.258 -0.25 -0.43 0.29 -0.10
C -4.437 1.764 0.059 0.04 -0.17 -1.22 -0.25
N -5.357 2.155 -1.026 0.43 1.41 1.27 -0.17
C -6.014 3.406 -0.501 -1.28 -1.44 -1.15 -0.25
C -7.018 3.176 0.598 -0.29 0.06 1.08 -0.10
C -4.617 2.616 -2.209 0.41 -0.73 -0.02 -0.28
C -5.447 2.567 -3.476 -0.03 -0.01 -0.32 -0.08
H -2.445 0.893 -0.417 0.04 -0.04 0.31 0.07
H -3.714 -0.055 -1.108 -0.49 0.45 -0.29 0.05
H -3.603 -0.054 0.612 0.82 -0.05 0.13 0.04
H -5.029 1.436 0.910 -0.16 0.46 0.06 0.10
H -3.857 2.660 0.307 0.26 -0.20 0.47 0.13
H -5.287 4.186 -0.258 0.11 -0.03 -0.01 0.12
H -6.607 3.686 -1.373 0.11 0.69 0.13 0.11
H -7.674 2.320 0.431 -0.04 0.12 -0.46 0.08
H -6.633 3.009 1.609 0.48 0.08 -0.15 0.07
H -7.627 4.074 0.704 -0.14 -0.09 -0.12 0.08
H -3.754 1.946 -2.295 -0.08 -0.03 -0.41 0.10
H -4.160 3.608 -2.096 -0.17 0.11 0.28 0.12
H -5.932 1.595 -3.576 0.25 -0.12 -0.16 0.07
H -4.785 2.781 -4.317 -0.09 -0.25 -0.14 0.08
H -6.259 3.289 -3.570 0.13 0.20 0.45 0.07
C 6.995 0.992 2.530 0.20 0.34 0.52 -0.08
C 6.888 1.244 1.031 0.30 -0.27 -0.93 -0.25
N 5.561 1.354 0.453 -2.02 0.42 0.24 -0.20
C 5.453 1.746 -0.967 1.51 0.62 1.06 -0.24
C 6.214 3.033 -1.298 -0.82 0.62 -0.10 -0.08
C 4.646 0.241 0.698 0.69 0.17 0.38 -0.27
C 5.103 -1.074 0.070 -0.66 -0.62 1.01 -0.08
H 7.980 0.674 2.882 0.26 -0.04 -0.72 0.08
H 6.348 0.228 2.964 -0.40 0.23 -0.23 0.05
H 6.892 1.955 3.033 -0.61 -0.18 0.23 0.08
H 7.335 2.218 0.844 0.34 -0.19 0.06 0.10
H 7.451 0.504 0.442 0.34 -0.09 0.21 0.12
H 5.912 0.980 -1.601 -0.44 -0.27 -0.26 0.11
H 4.391 1.902 -1.142 -0.01 -0.26 -0.37 0.09
H 6.170 3.205 -2.375 0.45 -0.28 -0.06 0.08
H 5.725 3.934 -0.916 -0.08 -0.20 0.44 0.07
H 7.234 3.053 -0.923 0.09 -0.15 -0.37 0.06
H 3.617 0.463 0.401 0.19 0.41 -0.54 0.09
H 4.515 0.140 1.781 0.34 -0.31 0.03 0.09
H 5.285 -1.044 -1.000 -0.04 0.10 0.00 0.07
H 4.305 -1.790 0.298 0.04 -0.20 -0.37 0.05
H 5.975 -1.475 0.591 0.22 0.16 -0.21 0.07
C 1.010 1.182 -1.893 -1.02 1.08 -0.75 -0.08
C 1.166 2.724 -2.063 1.05 -0.81 0.18 -0.26
N 0.496 3.505 -1.023 0.04 -0.05 -0.27 -0.19
C 0.363 4.913 -1.465 -0.03 -0.67 0.30 -0.24
C -0.887 4.989 -2.328 -0.27 0.46 -0.21 -0.09
C 1.150 3.321 0.265 0.39 -0.03 -0.30 -0.25
C 2.545 3.948 0.339 -0.25 1.64 0.99 -0.09
H 1.307 0.719 -2.835 0.17 -0.19 0.11 0.07
H -0.064 1.014 -1.768 -0.01 -0.31 0.10 0.05
H 1.537 0.718 -1.062 0.21 0.24 -0.01 0.04
H 2.250 2.895 -2.141 0.20 0.27 0.58 0.10
H 0.905 3.060 -3.067 -0.88 -0.24 0.12 0.11
H 0.289 5.613 -0.631 -0.26 -0.36 0.31 0.12
H 1.298 5.235 -1.937 -0.19 0.00 -0.57 0.12
H -1.055 4.090 -2.921 0.46 0.07 -0.28 0.06
H -1.800 5.033 -1.729 0.19 0.23 0.32 0.06
H -0.871 5.872 -2.968 -0.09 -0.11 -0.11 0.08
H 1.204 2.245 0.451 0.06 0.01 -0.03 0.08
H 0.511 3.717 1.057 0.00 0.15 -0.07 0.11
H 3.055 4.155 -0.600 0.23 -1.08 -0.11 0.06
H 3.150 3.524 1.141 0.37 -0.39 -0.51 0.07
H 2.456 4.994 0.664 -0.37 -0.04 0.22 0.07

108
Properties=species:S:1:pos:R:3:forces:R:3:lowdin_charge:R:1 method="wB97M-V/def2-TZVPD" gap_ev=8.056 charge=0 multiplicity=1 relative_energy_ev=5.960
Li -0.720 -1.551 1.189 -0.27 -0.30 -0.09 0.61
C 0.946 -0.359 0.151 1.97 -2.78 -1.03 -0.30
O -0.144 -0.777 -0.550 -1.39 -4.94 1.88 -0.47
H 1.312 -1.274 0.647 0.73 0.48 1.03 0.09
H 0.702 0.494 0.791 0.75 -0.65 0.02 0.06
H 1.700 -0.170 -0.647 0.18 0.45 1.48 0.06
C 2.853 1.031 -2.271 10.42 1.97 9.08 -0.11
O 3.660 2.209 -2.605 1.92 -0.87 1.55 -0.12
H 2.097 1.174 -2.718 -10.08 0.97 -6.20 -0.05
H 2.626 1.146 -1.124 0.32 -0.17 -2.07 0.12
H 3.443 0.163 -2.341 0.07 -1.05 -0.73 0.04
H 4.470 2.125 -1.995 -1.75 0.44 -1.56 0.11
C 1.162 -0.622 -3.813 -0.20 1.56 -2.84 -0.20
O 1.735 -1.348 -2.784 -2.83 -2.25 4.31 -0.26
H 0.542 -1.247 -4.580 0.99 0.72 1.36 0.10
H 2.177 -0.315 -4.360 -2.57 0.01 0.47 0.12
H 0.461 0.276 -3.456 1.81 -1.89 -0.98 0.11
H 1.055 -1.619 -1.949 2.08 1.38 -3.15 0.16
C -0.260 -4.111 0.199 3.29 0.52 1.64 -0.15
O -1.164 -3.526 1.084 -2.56 -0.16 0.29 -0.19
H -0.718 -4.670 -0.559 -0.67 -0.34 -1.48 0.06
H 0.293 -4.889 0.848 0.08 1.23 -1.34 0.11
H 0.373 -3.203 -0.181 -0.71 -2.22 0.30 0.11
H -1.992 -4.057 1.006 0.77 1.04 0.45 0.12
C -0.587 1.384 -1.013 -0.39 3.36 -2.84 -0.14
O -0.901 0.552 -2.176 -0.13 0.83 0.57 -0.22
H -0.018 2.360 -1.284 -1.12 -1.02 -0.67 0.11
H 0.220 0.903 -0.536 -1.23 1.69 0.43 -0.02
H -1.492 1.843 -0.454 1.37 -1.41 -0.69 0.10
H -0.585 -0.436 -1.889 -0.33 4.57 0.09 0.04
C -1.448 -2.940 -3.015 3.69 1.14 -1.98 -0.16
O -1.969 -1.863 -2.378 -6.25 -0.97 -3.62 -0.04
H -0.294 -2.923 -2.891 -1.82 -0.70 -0.42 0.12
H -1.707 -3.078 -4.053 0.20 1.10 -0.96 0.09
H -1.911 -3.744 -2.679 -1.34 -4.44 2.34 0.02
H -1.311 -1.582 -1.901 4.62 2.45 4.68 -0.08
C 1.242 1.734 2.953 -2.40 4.85 -5.15 -0.06
O -0.037 1.902 3.479 3.15 5.20 3.88 -0.34
C -0.869 2.793 2.783 1.79 2.22 0.03 -0.19
C -2.085 3.037 3.682 0.51 1.66 1.43 -0.18
N -3.224 3.637 2.961 3.70 4.31 5.88 -0.03
C -4.251 4.062 3.911 -3.25 -4.80 -2.81 -0.19
C -5.201 4.940 3.163 -0.65 2.00 -1.01 -0.26
O -6.344 5.289 3.894 -1.68 -1.81 1.82 -0.20
C -7.108 6.360 3.382 3.31 -0.26 -2.69 -0.09
H 1.738 2.716 2.460 -0.75 -2.05 1.86 0.17
H 0.952 1.179 2.086 0.90 -0.10 -1.26 0.04
H 1.768 1.033 3.391 3.07 -2.59 3.34 0.05
H -1.221 2.262 1.937 -0.19 -0.13 -1.65 0.08
H -0.162 3.750 2.427 -2.39 -2.15 0.95 0.20
H -1.639 3.739 4.528 -1.51 -1.39 -1.41 0.17
H -2.444 2.045 4.122 0.53 1.72 -0.03 0.12
H -3.415 3.068 2.271 -2.30 -3.36 -4.25 0.02
H -3.915 4.503 4.777 1.24 1.12 1.64 0.09
H -4.874 3.110 4.242 1.04 1.51 -0.15 0.16
H -5.491 4.671 2.096 0.55 -0.37 1.20 0.15
H -4.655 5.862 3.104 0.67 0.82 -0.79 0.11
H -6.739 6.365 2.295 -1.59 0.71 1.01 0.11
H -6.749 7.225 3.847 1.14 1.82 0.49 0.06
H -8.138 6.514 3.566 -1.42 -1.58 -0.02 0.07
C 1.217 -2.814 3.698 -3.78 -1.45 -3.06 -0.03
O 0.405 -1.725 3.199 -2.01 -1.45 -1.14 -0.24
C -0.366 -0.876 4.069 0.27 0.80 -0.14 -0.13
C -1.188 0.128 3.209 2.29 -0.87 1.60 -0.30
N -2.063 -0.578 2.419 -4.84 -1.62 0.67 -0.08
C -2.808 0.356 1.601 -3.89 -1.22 -2.86 -0.17
C -3.955 -0.351 0.733 0.77 -3.12 1.07 -0.29
O -4.672 0.632 0.227 -4.11 4.27 -1.94 -0.22
C -5.727 0.291 -0.742 2.91 1.17 -2.92 -0.05
H 0.722 -3.585 4.283 -0.66 0.28 0.32 0.09
H 1.860 -2.312 4.241 4.25 1.55 2.75 0.03
H 1.558 -3.377 2.805 0.38 0.81 0.53 0.10
H 0.416 -0.371 4.507 1.63 2.16 1.35 0.08
H -0.851 -1.203 5.019 -0.47 -1.18 -1.22 0.15
H -0.508 0.744 2.602 -1.06 -2.80 -0.71 0.07
H -1.534 0.997 3.819 -0.67 -2.70 -0.11 0.10
H -2.870 -0.938 3.158 2.43 0.46 -2.66 0.22
H -2.473 0.980 0.741 1.44 -0.82 1.19 0.10
H -3.458 1.005 2.133 -0.19 0.93 1.34 0.10
H -4.679 -1.135 1.188 1.38 0.83 0.31 0.15
H -3.555 -0.808 -0.141 1.28 -1.41 -0.47 0.10
H -5.179 -0.150 -1.739 -1.34 0.19 2.61 0.14
H -6.198 1.210 -1.250 0.81 -0.92 1.63 0.10
H -6.484 -0.309 -0.287 -0.36 -0.71 0.13 0.06
C 5.732 -0.369 1.389 2.62 -0.27 1.10 -0.10
O 5.781 -0.357 -0.055 1.09 0.67 1.90 -0.16
C 5.039 -1.332 -0.677 0.09 -3.57 -0.97 -0.26
C 5.345 -1.429 -2.178 -2.58 -5.75 1.33 -0.13
N 4.415 -2.339 -3.031 -4.07 2.99 3.83 -0.05
C 4.697 -2.332 -4.401 1.83 -5.29 0.94 -0.27
C 3.630 -3.123 -5.168 4.69 -2.41 0.54 -0.18
O 4.045 -3.229 -6.509 1.80 -2.22 0.50 -0.18
C 3.511 -2.343 -7.355 -2.07 3.68 -0.51 -0.18
H 4.831 -0.602 2.046 0.59 -0.16 -1.74 0.10
H 6.104 0.586 1.764 -0.61 0.61 -0.59 0.07
H 6.664 -0.937 1.762 -1.72 -0.26 -0.49 0.10
H 4.086 -1.036 -0.461 -3.33 0.39 -0.23 0.07
H 5.059 -2.409 -0.327 0.77 1.01 0.51 0.14
H 6.323 -1.733 -2.308 2.15 -1.08 -0.24 0.10
H 5.317 -0.519 -2.443 -0.30 6.99 -2.84 0.03
H 3.367 -1.849 -3.072 3.27 -1.59 1.36 0.12
H 5.653 -2.961 -4.388 -0.84 0.69 -1.23 0.15
H 4.951 -1.421 -4.681 0.78 4.41 -2.33 0.07
H 2.657 -2.873 -5.055 -3.19 1.44 0.25 0.07
H 3.744 -4.155 -4.696 -0.39 1.06 -0.78 0.15
H 3.650 -2.474 -8.458 1.06 0.03 1.14 0.10
H 3.608 -1.226 -6.955 0.43 -1.81 -1.26 0.13
H 2.456 -2.475 -7.291 -1.58 0.12 -0.10 0.06

The following energy values (in eV) correspond, in order, to the records above: -51837.349 -46056.531 -55211.704.